Density functional theory data (wB97M-V/def2-TZVPD) for a structure of composition C36H43N9O2RuSi.

Last column: Löwdin spin population.
Cartesian coordinates (Å):
Ru: -0.587 -1.361 0.739  2.40
C: 1.743 6.997 -7.764  0.00
O: 1.202 7.769 -6.703  0.05
C: 0.618 7.114 -5.676  0.10
C: 0.432 5.732 -5.626  0.00
C: -0.161 5.161 -4.514  0.12
C: -0.593 5.957 -3.443  0.04
C: -0.414 7.353 -3.517  0.08
C: 0.180 7.918 -4.614  -0.02
N: -1.165 5.448 -2.316  0.60
N: -1.611 4.232 -2.273  0.50
C: -1.227 3.389 -1.316  0.02
C: -0.186 3.650 -0.401  0.17
C: 0.262 2.679 0.485  -0.02
C: -0.277 1.401 0.497  0.14
O: 0.193 0.427 1.271  0.17
C: -1.396 1.147 -0.347  0.02
N: -1.957 -0.101 -0.251  0.04
C: -3.012 -0.393 -0.992  -0.01
C: -3.574 0.518 -1.886  0.04
C: -3.009 1.766 -2.011  0.00
C: -1.897 2.111 -1.233  0.04
H: 2.298 7.692 -8.388  0.00
H: 0.951 6.532 -8.355  0.00
H: 2.422 6.229 -7.389  0.00
H: 0.730 5.103 -6.452  0.00
H: -0.313 4.090 -4.466  0.01
H: -0.756 7.965 -2.693  0.00
H: 0.323 8.988 -4.689  0.00
H: 0.259 4.636 -0.408  0.01
H: 1.069 2.896 1.174  0.00
H: -3.439 -1.380 -0.867  0.00
H: -4.438 0.231 -2.468  0.00
H: -3.413 2.500 -2.697  0.00
C: 1.313 0.367 -2.629  0.00
C: 2.022 -0.647 -1.778  0.01
C: 3.339 -1.009 -2.022  0.02
C: 3.937 -1.944 -1.189  0.00
C: 3.235 -2.495 -0.133  0.02
C: 1.910 -2.094 0.054  0.01
N: 1.339 -1.199 -0.773  0.10
N: 1.032 -2.537 1.034  0.13
Si: 1.245 -4.102 1.823  0.02
C: 1.331 -5.457 0.546  0.00
C: -0.213 -4.413 2.950  0.00
C: 2.813 -4.122 2.843  0.01
H: 1.448 0.145 -3.688  0.00
H: 1.718 1.364 -2.446  0.00
H: 0.249 0.381 -2.399  0.00
H: 3.877 -0.571 -2.852  0.00
H: 4.962 -2.248 -1.366  0.00
H: 3.699 -3.204 0.537  0.00
H: 2.049 -5.235 -0.247  0.00
H: 0.358 -5.636 0.085  0.00
H: 1.647 -6.388 1.025  0.00
H: -0.626 -5.409 2.768  0.00
H: -1.010 -3.687 2.806  0.00
H: 0.088 -4.369 3.999  0.00
H: 3.650 -4.573 2.304  0.00
H: 2.653 -4.721 3.743  0.00
H: 3.113 -3.119 3.152  0.00
N: -3.979 -6.125 -1.427  0.00
C: -3.213 -5.136 -0.921  0.00
C: -3.570 -4.463 0.261  0.00
C: -2.770 -3.457 0.734  0.01
N: -1.639 -3.069 0.116  0.01
C: -1.287 -3.712 -1.008  0.01
C: -2.027 -4.730 -1.552  0.00
H: -4.834 -6.398 -0.978  0.00
H: -3.710 -6.613 -2.262  0.00
H: -4.468 -4.732 0.802  0.00
H: -3.025 -2.920 1.639  0.00
H: -0.371 -3.378 -1.481  0.00
H: -1.689 -5.210 -2.461  0.00
N: -1.488 -1.277 2.933  0.05
C: -0.696 -1.044 3.753  0.05
N: 0.199 -0.818 4.674  0.01
C: 1.269 0.174 4.438  0.00
C: 0.956 1.452 5.202  0.00
C: 0.730 1.148 6.684  0.00
C: -0.392 0.121 6.857  0.00
C: -0.063 -1.150 6.085  0.00
H: 1.354 0.341 3.367  0.00
H: 2.198 -0.273 4.803  0.00
H: 0.053 1.901 4.777  0.00
H: 1.774 2.162 5.069  0.00
H: 0.490 2.063 7.225  0.00
H: 1.654 0.748 7.117  0.00
H: -1.329 0.536 6.473  0.00
H: -0.541 -0.124 7.909  0.00
H: -0.864 -1.885 6.133  0.00
H: 0.848 -1.607 6.478  0.00

Values from the calculation:
DFT total energy (eV): -65990.28213
Multiplicity: 6
Largest force on an atom (eV/A): 0.7
Charge: +1
Frontier orbital gap (spin up / spin down) (eV): 6.1 / 6.4
LUMO level (spin up / spin down) (eV): -2.24 / -3.67

***

Density functional theory data (wB97M-V/def2-TZVPD) for a cluster of 6 separate species, C36H43O2P in total.

Last column: Löwdin charge in e.
Cartesian coordinates (Å):
C: 10.140 -5.494 -1.728  -0.17
C: 10.363 -4.032 -1.314  -0.44
P: 9.155 -2.846 -2.053  0.97
C: 8.893 -1.657 -0.676  -0.44
C: 7.884 -0.540 -1.014  -0.16
C: 7.621 -3.921 -2.034  -0.34
O: 6.418 -3.139 -2.017  -0.08
C: 5.718 -3.131 -0.880  -0.38
O: 5.745 -3.974 -0.033  0.08
H: 9.880 -5.586 -2.788  0.07
H: 11.058 -6.069 -1.581  0.07
H: 9.356 -5.972 -1.138  0.06
H: 10.397 -3.960 -0.221  0.08
H: 11.346 -3.713 -1.677  0.06
H: 9.878 -1.195 -0.540  0.07
H: 8.642 -2.138 0.277  0.08
H: 7.853 -0.363 -2.093  0.06
H: 6.877 -0.807 -0.697  0.04
H: 8.163 0.388 -0.509  0.07
H: 7.608 -4.650 -1.223  0.08
H: 7.630 -4.475 -2.976  0.09
H: 5.085 -2.238 -0.803  0.14
C: 1.420 -2.263 1.223  -0.09
C: 0.383 -1.368 1.000  -0.10
C: 0.005 -1.052 -0.298  -0.10
C: 0.663 -1.632 -1.373  -0.11
C: 1.704 -2.525 -1.150  -0.10
C: 2.082 -2.842 0.147  -0.09
H: 1.714 -2.512 2.235  0.10
H: -0.131 -0.913 1.838  0.10
H: -0.803 -0.352 -0.471  0.10
H: 0.367 -1.389 -2.386  0.10
H: 2.217 -2.978 -1.990  0.10
H: 2.893 -3.538 0.322  0.09
C: -0.002 3.245 1.432  -0.09
C: 0.612 2.479 0.450  -0.10
C: 0.381 2.756 -0.891  -0.10
C: -0.464 3.797 -1.249  -0.10
C: -1.080 4.560 -0.267  -0.12
C: -0.849 4.284 1.074  -0.10
H: 0.179 3.029 2.478  0.10
H: 1.266 1.663 0.727  0.10
H: 0.860 2.157 -1.655  0.10
H: -0.644 4.013 -2.295  0.10
H: -1.746 5.367 -0.545  0.10
H: -1.334 4.878 1.839  0.10
C: -6.393 4.121 1.434  -0.09
C: -5.108 3.656 1.188  -0.09
C: -4.558 3.773 -0.081  -0.10
C: -5.294 4.354 -1.105  -0.10
C: -6.580 4.816 -0.861  -0.10
C: -7.129 4.699 0.409  -0.10
H: -6.818 4.035 2.426  0.08
H: -4.534 3.203 1.986  0.10
H: -3.556 3.411 -0.271  0.08
H: -4.864 4.447 -2.095  0.10
H: -7.155 5.266 -1.660  0.10
H: -8.132 5.060 0.600  0.10
C: -8.270 5.855 5.874  -0.10
C: -8.652 5.079 4.788  -0.10
C: -8.524 3.698 4.842  -0.11
C: -8.011 3.092 5.981  -0.10
C: -7.627 3.868 7.066  -0.10
C: -7.757 5.249 7.012  -0.10
H: -8.372 6.931 5.833  0.10
H: -9.049 5.552 3.899  0.10
H: -8.822 3.093 3.995  0.10
H: -7.911 2.015 6.022  0.10
H: -7.225 3.396 7.953  0.10
H: -7.457 5.853 7.859  0.10
C: -1.380 -4.173 -2.805  -0.09
C: -1.602 -5.500 -3.151  -0.09
C: -2.518 -5.815 -4.146  -0.10
C: -3.216 -4.805 -4.793  -0.10
C: -2.999 -3.479 -4.443  -0.10
C: -2.082 -3.164 -3.450  -0.10
H: -0.666 -3.928 -2.030  0.08
H: -1.059 -6.288 -2.645  0.10
H: -2.688 -6.849 -4.416  0.10
H: -3.929 -5.050 -5.569  0.10
H: -3.547 -2.691 -4.944  0.10
H: -1.917 -2.130 -3.175  0.09

Values from the calculation:
DFT total energy (eV): -51412.52213
SMILES string: CCP(CC)COC=O.c1ccccc1.c1ccccc1.c1ccccc1.c1ccccc1.c1ccccc1
Largest force on an atom (eV/A): 0.6
Frontier orbital gap (eV): 9.3
LUMO level (eV): 0.69